[1]
Here is a structure of composition C4H6N2O in a non-equilibrium geometry from OMol25. Energies are from ωB97M-V/def2-TZVPD.

Summary:
* E_LUMO: 0.83 eV
* energy relative to the best compared isomer or geometry (same formula, charge and spin): 342.4 kJ/mol
* charge: 0
* E_tot: -9269.9531 eV

Each line ends with the natural charge from an NBO analysis.
CARTESIAN COORDINATES (ANGSTROEM)
C1 -0.43934 1.15541 0.49229  -0.26
C2 -1.06786 -1.35280 0.02673  -0.65
N1 0.29639 0.89763 -0.75072  -0.75
C3 1.96984 0.07966 -0.14454  0.88
C4 -0.08846 -0.26892 0.33065  0.43
N2 1.23090 -0.61973 0.62685  -0.66
O1 3.03942 0.28516 -0.59620  -0.53
H1 0.38476 1.56416 -1.50506  0.42
H2 -1.48518 1.41281 0.35876  0.20
H3 0.06731 1.74246 1.25395  0.20
H4 -1.99176 -0.94466 -0.37800  0.22
H5 -0.64085 -2.06828 -0.67403  0.24
H6 -1.27517 -1.88289 0.95932  0.24

***

[2]
Here is the ion C6H11N with charge +1 in a non-equilibrium geometry from OMol25. Energies are from ωB97M-V/def2-TZVPD.

Summary:
* E_LUMO (spin up / spin down): -3.84 / -7.36 eV
* energy relative to the best compared isomer or geometry (same formula, charge and spin): 162.9 kJ/mol
* ⟨S²⟩: 0.77
* charge: +1
* multiplicity: 2
* E_tot: -7880.5958 eV

Each line ends with the natural charge from an NBO analysis.
CARTESIAN COORDINATES (ANGSTROEM)
C1 -0.11974 1.77731 2.52770  -0.16
C2 0.49580 0.96597 1.59787  0.08
N1 0.50151 1.26855 0.32684  -0.35
C3 1.17377 0.37076 -0.59208  -0.30
C4 -1.51723 -2.19685 -1.72583  -0.66
C5 -0.82756 -1.07738 -1.02750  -0.10
C6 0.50055 -0.94265 -0.88579  -0.27
H1 -0.38885 2.76503 2.17794  0.21
H2 -0.06152 1.55230 3.57412  0.24
H3 0.93188 0.01739 1.89258  0.24
H4 -0.35598 1.74306 0.05187  0.43
H5 1.46720 0.92432 -1.48988  0.25
H6 2.19142 0.13276 -0.25454  0.24
H7 -0.95217 -3.12573 -1.60797  0.23
H8 -2.53895 -2.34068 -1.38700  0.23
H9 -1.59909 -1.96182 -2.78668  0.25
H10 -1.48419 -0.40956 -0.48047  0.18
H11 1.04225 -1.87714 -0.82880  0.24

***

[3]
Here is a structure of composition C28H31Cl2CrGeN3O2 in a non-equilibrium geometry from OMol25. Energies are from ωB97M-V/def2-TZVPD.

Summary:
* E_LUMO (spin up / spin down): -3.30 / -3.20 eV
* ⟨S²⟩: 0.82
* charge: +1
* multiplicity: 2
* E_tot: -148078.7087 eV

Each line ends with the natural charge from an NBO analysis.
CARTESIAN COORDINATES (ANGSTROEM)
Cr1 0.33523 1.05536 0.07540  0.94
C1 0.67480 2.93543 -3.80111  -0.08
O1 -0.59625 3.22822 -3.18194  -0.44
C2 -0.63044 2.59164 -2.02226  0.60
N1 0.48108 1.97139 -1.66832  -0.63
C3 1.44533 2.08502 -2.76209  -0.12
C4 1.88284 0.73640 -3.31521  0.05
C5 1.72448 -0.44265 -2.59547  -0.23
C6 2.10837 -1.66420 -3.12417  -0.19
C7 2.67689 -1.72554 -4.38552  -0.20
C8 2.86228 -0.55487 -5.10474  -0.19
C9 2.46590 0.66428 -4.57693  -0.23
C10 -1.77303 2.48736 -1.20476  -0.08
C11 -2.98590 3.13078 -1.23340  -0.07
C12 -3.89404 2.98614 -0.17509  -0.36
C13 -3.48862 2.35704 0.99610  -0.07
C14 -2.26481 1.70974 1.05530  -0.11
N2 -1.54984 1.48563 -0.18140  -0.35
C15 -1.47835 1.32070 2.14084  0.60
N3 -0.22108 0.93052 1.93618  -0.65
C16 0.39339 0.66878 3.23249  -0.12
C17 -0.81693 0.74245 4.19397  -0.08
O2 -1.88221 1.31034 3.40332  -0.45
C18 1.13048 -0.65056 3.29297  0.05
C19 0.94853 -1.63016 2.32061  -0.28
C20 1.65367 -2.82608 2.38793  -0.19
C21 2.54102 -3.05383 3.42904  -0.21
C22 2.70824 -2.08915 4.41381  -0.19
C23 2.00901 -0.89362 4.34448  -0.24
H1 1.16697 3.87240 -4.05056  0.21
H2 0.47382 2.37631 -4.71381  0.21
H3 2.32744 2.62218 -2.39905  0.22
H4 1.27712 -0.43204 -1.60478  0.16
H5 1.96743 -2.56745 -2.54340  0.22
H6 2.96535 -2.67846 -4.80810  0.23
H7 3.31779 -0.59139 -6.08583  0.23
H8 2.62249 1.56667 -5.15664  0.21
H9 -3.19859 3.80520 -2.05320  0.24
H10 -4.84867 3.48835 -0.21320  0.24
H11 -4.08322 2.42957 1.89837  0.24
H12 1.10294 1.47484 3.45085  0.20
H13 -0.64505 1.37649 5.05990  0.21
H14 -1.12199 -0.25011 4.52828  0.20
H15 0.24188 -1.46573 1.51465  0.21
H16 1.50221 -3.58157 1.62682  0.22
H17 3.08943 -3.98499 3.47957  0.23
H18 3.38807 -2.27138 5.23572  0.23
H19 2.15172 -0.14086 5.11229  0.22
Cl1 2.56306 1.57212 0.67889  0.07
C24 3.72774 0.30281 1.19197  -0.37
Cl2 4.77314 -0.18148 -0.13856  0.03
H20 3.15641 -0.55122 1.53559  0.25
H21 4.33266 0.73343 1.97994  0.24
C25 -1.41616 -2.93984 -0.78269  -1.08
Ge1 -2.40576 -1.41833 -0.01022  1.57
C26 -2.69588 -1.65905 1.92207  -1.08
C27 -4.13589 -1.28733 -0.93757  -1.07
C28 -1.33291 0.15119 -0.60564  -0.54
H22 -2.10906 -3.75993 -0.97087  0.25
H23 -0.62874 -3.30471 -0.12221  0.23
H24 -0.96665 -2.64889 -1.73342  0.23
H25 -3.26728 -2.57709 2.06534  0.25
H26 -3.27298 -0.83592 2.33767  0.24
H27 -1.75662 -1.75776 2.46703  0.23
H28 -4.65936 -2.23651 -0.81589  0.24
H29 -3.99154 -1.11051 -2.00342  0.24
H30 -4.76091 -0.49233 -0.53126  0.24
H31 -1.31045 0.08679 -1.69466  0.22

***

[4]
Here is a cluster of 2 separate species, C3H15NSi3 in total in a non-equilibrium geometry from OMol25. Energies are from ωB97M-V/def2-TZVPD.

Summary:
* E_LUMO (spin up / spin down): -0.91 / 0.02 eV
* energy relative to the best compared isomer or geometry (same formula, charge and spin): 513.1 kJ/mol
* charge: 0
* E_tot: -28472.2969 eV

Each line ends with the natural charge from an NBO analysis.
CARTESIAN COORDINATES (ANGSTROEM)
C1 -2.65857 0.17082 0.61109  -0.60
C2 -2.36127 -0.12539 -0.82687  -0.50
C3 -1.49938 -1.32304 -1.00612  -0.29
N1 1.15310 0.33939 2.33085  -1.24
Si1 1.68536 2.20724 -0.60833  0.34
Si2 2.64411 -1.47369 -0.16961  0.35
Si3 1.17838 0.20574 0.48223  0.59
H1 -1.67177 0.09165 1.17004  0.19
H2 -2.95488 1.14767 0.77703  0.21
H3 -3.39760 -0.44780 1.08005  0.21
H4 -3.34860 -0.25448 -1.28234  0.21
H5 -1.94633 0.72912 -1.38963  0.21
H6 -0.97116 -1.35709 -2.00039  0.18
H7 -1.91404 -2.29172 -0.59945  0.18
H8 0.35336 0.83148 2.48854  0.36
H9 1.39697 -0.32545 3.05573  0.40
H10 0.23088 2.67219 -0.80459  -0.14
H11 2.47053 3.38363 -0.34334  -0.13
H12 2.54753 1.63700 -1.76796  -0.12
H13 2.09099 -2.76573 -0.83976  -0.13
H14 3.43866 -1.02955 -1.19634  -0.16
H15 3.53376 -2.02199 0.83917  -0.14

***

[5]
Here is a cluster of 10 separate species, C3H26N2O10S in total in a non-equilibrium geometry from OMol25. Energies are from ωB97M-V/def2-TZVPD.

Summary:
* E_LUMO: -0.02 eV
* energy relative to the best compared isomer or geometry (same formula, charge and spin): 153.8 kJ/mol
* SMILES: NC(=O)NCCS.O.O.O.O.O.O.O.O.O
* charge: 0
* E_tot: -37824.2876 eV

Each line ends with the natural charge from an NBO analysis.
CARTESIAN COORDINATES (ANGSTROEM)
C1 -0.36393 -2.08107 2.00906  -0.25
C2 -1.79418 -1.85537 2.53322  -0.53
S1 -2.10013 -0.41985 3.62776  -0.05
N1 -0.23786 -1.14056 0.86113  -0.66
C3 0.45673 0.05111 0.83158  0.78
N2 0.85819 0.59057 2.02574  -0.87
O1 0.70468 0.63803 -0.22458  -0.70
H1 0.40157 -1.98747 2.78714  0.21
H2 -0.21855 -3.12279 1.65238  0.22
H3 -2.25485 -2.70022 3.11678  0.23
H4 -2.32548 -1.69126 1.57314  0.24
H5 -1.93161 0.55905 2.69262  0.13
H6 -0.36781 -1.63055 -0.02363  0.44
H7 1.07260 1.57003 1.91814  0.40
H8 0.45741 0.33022 2.94355  0.41
H9 1.75754 -1.74968 -2.11961  0.47
H10 2.01231 -3.00034 -1.36790  0.46
O2 2.09011 -2.64466 -2.26373  -0.93
H11 -2.56363 1.31828 -0.65543  0.47
H12 -1.12936 1.34601 -0.77150  0.49
O3 -1.88618 1.95799 -0.91188  -0.97
H13 1.64186 3.12848 -0.40833  0.50
H14 1.08709 3.95329 0.71567  0.47
O4 1.20363 3.97770 -0.23842  -0.96
H15 2.92281 2.17442 -2.57986  0.48
H16 2.27345 0.76113 -2.40967  0.47
O5 2.43213 1.60374 -1.97225  -0.95
H17 -1.65743 -1.33638 -3.22084  0.46
H18 -1.28700 0.14687 -2.87066  0.51
O6 -1.41424 -0.76628 -2.47971  -1.02
H19 0.42473 4.11462 -1.95745  0.49
H20 -1.09519 4.13018 -1.93525  0.48
O7 -0.34923 4.25731 -2.53442  -0.96
H21 3.71183 -1.62978 1.40633  0.47
H22 2.31557 -1.33125 1.90611  0.47
O8 2.97432 -2.05941 1.85499  -0.95
H23 0.48878 1.25845 -2.95920  0.47
H24 -0.64777 2.32929 -2.79785  0.51
O9 -0.39395 1.50447 -3.23986  -0.97
H25 -0.19931 -3.97526 -1.61824  0.47
H26 -0.27923 -4.58664 -0.38481  0.45
O10 -0.91904 -4.15338 -0.97524  -0.92

***

[6]
Here is the molecule C12H14Si in a non-equilibrium geometry from OMol25. Energies are from ωB97M-V/def2-TZVPD.

Summary:
* E_LUMO: -0.33 eV
* energy relative to the best compared isomer or geometry (same formula, charge and spin): 125.1 kJ/mol
* SMILES: C[SiH](C)c1ccc2cccccc1-2
* charge: 0
* E_tot: -20545.2585 eV

Each line ends with the natural charge from an NBO analysis.
CARTESIAN COORDINATES (ANGSTROEM)
C1 3.08996 1.47387 0.28682  -0.19
C2 3.61895 0.19750 0.01308  -0.24
C3 1.74018 1.81803 0.22409  -0.20
C4 0.54507 1.01302 0.07486  -0.22
C5 1.03147 -2.55975 -0.09827  -0.26
C6 -0.39450 -2.50115 0.04936  -0.18
C7 2.97720 -0.97901 -0.32965  -0.12
C8 1.61692 -1.30494 -0.11372  -0.12
C9 0.60581 -0.27591 0.01026  0.13
C10 -0.80682 -1.21123 0.07715  -0.54
C11 -2.55490 1.25671 1.47005  -0.99
C12 -2.83348 0.31681 -1.63268  -1.09
Si1 -2.47359 -0.41161 0.11273  1.29
H1 3.87743 2.27744 0.68267  0.23
H2 4.70766 0.20997 0.05487  0.22
H3 1.42382 2.83172 0.54235  0.21
H4 -0.35829 1.58608 -0.17538  0.23
H5 1.65654 -3.39289 -0.00469  0.21
H6 -1.08730 -3.37244 -0.04562  0.23
H7 3.61587 -1.86036 -0.71110  0.22
H8 -2.34188 2.10689 0.91092  0.20
H9 -3.58896 1.39914 1.83370  0.22
H10 -1.77532 1.18870 2.21737  0.22
H11 -2.44971 -0.27713 -2.48322  0.24
H12 -3.86626 0.42075 -1.78579  0.23
H13 -2.27665 1.24066 -1.86368  0.24
H14 -3.69921 -1.19087 0.68356  -0.16